Entry 1:
Below is one molecule with the formula C4H2O2S2 in a non-equilibrium geometry, with properties calculated with the ωB97M-V functional and the def2-TZVPD basis.

SMILES: c1cc2c(s1)OSO2
M: 146.2 g/mol
DFT total energy: -29940.8638 eV
ΔE to the lowest compared entry with this formula, charge and spin: 73.8 kcal per mole
Net charge: 0

Positions of all 10 atoms, in Å:
C  0.77  0.78  0.22
C  0.36  -0.46  0.72
C  2.20  0.91  0.10
C  2.70  -0.41  0.06
O  3.24  1.91  -0.12
O  4.05  -0.64  0.16
S  1.75  -1.69  0.64
S  4.86  1.07  -0.34
H  0.20  1.77  0.01
H  -0.59  -1.02  0.61

natural (NBO) population analysis, charges in e, atoms 1 to 6:
1. C -0.264
2. C -0.379
3. C 0.167
4. C 0.042
5. O -0.604
6. O -0.568

=====

Entry 2:
Below is C4H10O as an isolated structure, with properties calculated with the ωB97M-V functional and the def2-TZVPD basis.

M: 74.1 g/mol
DFT total energy: -6353.2583 eV
ΔE to the lowest compared entry with this formula, charge and spin: 104.8 kcal per mole
Net charge: 0

Positions of all 15 atoms, in Å:
C  -0.01  -1.42  1.82
C  0.73  -0.48  0.90
C  -0.77  0.63  -0.12
O  -0.55  0.31  -1.41
C  -0.11  1.37  -2.25
H  -0.81  -1.95  1.29
H  0.66  -2.19  2.24
H  -0.47  -0.89  2.66
H  1.10  -0.94  -0.01
H  1.57  0.02  1.42
H  0.18  0.73  0.63
H  -1.47  -0.10  0.29
H  0.83  1.09  -2.73
H  -0.87  1.52  -3.03
H  0.01  2.29  -1.68

natural (NBO) population analysis, charges in e, atoms 1 to 6:
1. C -0.632
2. C -0.472
3. C -0.120
4. O -0.531
5. C -0.249
6. H 0.210

=====

| no. | HOMO-LUMO gap (eV) | highest occupied orbital energy (eV) |
| --- | --- | --- |
| 1 | 6.58 | -8.0 |
| 2 | 8.88 | -7.8 |